Density functional theory data (ωB97M-V/def2-TZVPD) for a molecular structure, C57H66Cl2Ge2KN9O2Se at a distorted geometry.

Each line ends with the Mulliken charge.
Atoms and positions in Å:
K 0.515 -1.255 0.002  0.63
C -3.113 1.607 5.091  -1.30
C -1.918 0.759 4.640  -0.20
Ge -0.830 1.654 3.269  0.16
C 0.831 0.623 3.017  1.99
C 1.717 0.683 4.267  -1.63
C -0.357 3.532 3.624  -0.43
C -0.780 4.255 2.570  -0.43
Ge -1.819 2.979 1.445  -0.15
C -3.715 3.507 1.574  -0.54
C -3.975 4.871 0.916  -1.19
C -1.269 2.863 -0.443  -0.86
C 0.252 2.760 -0.602  0.39
C -0.580 5.711 2.361  0.27
C -0.462 6.230 1.068  0.68
C -0.280 7.589 0.853  -0.96
C -0.232 8.463 1.932  -0.45
C -0.357 7.964 3.222  -0.72
C -0.525 6.603 3.435  -0.60
H -3.689 1.101 5.870  0.44
H -3.791 1.810 4.257  0.22
H -2.785 2.569 5.492  0.32
H -2.248 -0.200 4.233  0.19
H -1.253 0.543 5.483  0.43
H 1.365 1.041 2.159  -0.60
H 0.582 -0.415 2.773  -0.85
H 1.969 1.717 4.520  0.38
H 2.656 0.144 4.110  0.33
H 1.223 0.239 5.135  0.38
H 0.212 3.967 4.450  0.49
H -3.950 3.548 2.641  0.38
H -4.349 2.737 1.130  0.37
H -3.305 5.641 1.304  0.27
H -4.999 5.202 1.100  0.42
H -3.833 4.824 -0.167  0.28
H -1.626 3.777 -0.930  0.60
H -1.790 2.023 -0.915  0.57
H 0.725 3.640 -0.150  0.63
H 0.545 2.743 -1.655  -0.55
H 0.742 1.888 -0.150  -0.48
H -0.512 5.548 0.225  0.23
H -0.185 7.971 -0.157  0.40
H -0.106 9.526 1.768  0.39
H -0.330 8.642 4.068  0.38
H -0.631 6.220 4.445  0.40
Cl -2.416 -0.668 1.002  -0.14
C -3.213 -1.508 -0.348  -0.94
Cl -2.060 -2.583 -1.133  0.15
H -3.552 -0.769 -1.063  0.48
H -4.038 -2.091 0.040  0.36
C 0.348 -4.588 3.848  -1.07
C 0.261 -3.444 3.076  0.04
N -0.855 -3.054 2.455  0.52
C -1.936 -3.815 2.604  -0.39
C -1.965 -4.993 3.352  0.44
C -0.784 -5.367 3.990  -0.57
C -3.184 -5.802 3.559  -0.66
C -4.203 -6.024 2.733  -0.66
C -4.331 -5.635 1.312  -0.06
C -3.301 -5.797 0.394  0.66
C -3.571 -5.451 -0.915  -0.47
N -4.753 -4.964 -1.306  -0.57
C -5.672 -4.855 -0.349  -0.36
N -5.531 -5.172 0.935  -0.59
H 1.280 -4.862 4.329  0.49
H 1.120 -2.794 2.970  0.08
H -2.842 -3.462 2.116  0.45
H -0.760 -6.272 4.588  0.49
H -3.249 -6.254 4.545  0.42
H -5.060 -6.570 3.113  0.36
H -2.332 -6.187 0.683  0.51
H -2.815 -5.563 -1.684  0.49
H -6.644 -4.473 -0.648  0.42
Se 3.360 -2.226 1.449  0.47
N 2.896 -0.668 0.756  -0.35
C 3.935 0.132 0.889  0.19
C 3.971 1.491 0.449  -0.86
C 5.097 2.208 0.674  -0.64
C 6.248 1.638 1.321  -0.87
C 6.264 0.350 1.739  -0.71
C 5.095 -0.447 1.535  0.52
N 4.975 -1.710 1.911  -0.91
H 3.111 1.922 -0.051  0.98
H 5.135 3.245 0.359  0.62
H 7.122 2.258 1.474  0.40
H 7.127 -0.087 2.227  0.49
C 4.761 2.511 -2.310  -1.50
C 3.410 2.806 -2.917  0.76
C 2.621 3.862 -2.469  0.05
C 1.386 4.129 -3.035  -1.18
C 0.887 3.339 -4.068  0.49
N -0.398 3.680 -4.576  0.08
C -0.933 3.417 -5.828  0.17
O -1.538 4.260 -6.455  -0.67
N -0.780 2.130 -6.322  0.03
C -0.882 0.896 -5.646  -0.35
C -0.853 -0.269 -6.406  -0.61
C -0.918 -1.495 -5.775  -0.99
C -1.011 -1.532 -4.392  -0.22
N -1.054 -0.430 -3.651  0.07
C -0.993 0.760 -4.262  -0.10
C 1.661 2.272 -4.520  -1.23
C 2.904 2.025 -3.949  -0.61
H 5.164 3.390 -1.803  0.44
H 5.473 2.204 -3.077  0.32
H 4.696 1.700 -1.579  0.11
H 2.979 4.494 -1.663  0.37
H 0.792 4.959 -2.663  0.19
H -0.712 4.587 -4.272  0.28
H -1.040 2.098 -7.293  0.28
H -0.779 -0.205 -7.488  0.43
H -0.895 -2.413 -6.348  0.47
H -1.060 -2.479 -3.861  0.32
H -1.039 1.637 -3.623  0.90
H 1.320 1.644 -5.328  0.86
H 3.497 1.197 -4.327  1.02
C 2.694 -1.239 -3.830  -1.50
C 2.792 -0.510 -2.506  0.89
O 1.506 -0.143 -1.988  2.17
H 3.686 -1.572 -4.151  0.44
H 2.280 -0.586 -4.609  0.22
H 2.051 -2.115 -3.730  0.22
H 3.422 0.380 -2.602  -0.64
H 3.248 -1.160 -1.761  0.48
H 1.063 0.386 -2.661  -1.26
C 1.230 -3.686 -1.203  -1.43
C 0.902 -4.951 -0.728  0.24
C 1.593 -5.598 0.357  -0.43
C 1.241 -6.840 0.816  -0.74
C 0.158 -7.549 0.262  0.57
C -0.548 -6.940 -0.793  -1.02
C -0.204 -5.699 -1.263  -0.36
C -0.198 -8.848 0.738  0.05
N -0.489 -9.897 1.131  -0.66
H 0.698 -3.251 -2.047  0.15
H 2.126 -3.174 -0.863  0.54
H 2.423 -5.079 0.819  0.33
H 1.798 -7.298 1.626  0.49
H -1.386 -7.475 -1.231  0.53
H -0.767 -5.260 -2.084  0.62

Cartesian forces (eV/Å) of the 6 atoms listed first:
K -1.1 -0.1 0.2
C 0.1 -0.1 0.0
C -0.1 0.2 0.0
Ge 0.0 0.1 -0.1
C 0.0 0.1 -0.1
C 0.0 -0.1 -0.1

Energy relative to the best compared isomer or geometry (same formula, charge and spin) in kJ/mol: 150.8
Maximum force in eV Å⁻¹: 1.10
Total energy in Eh: -10930.4218
HOMO in eV: -5.50
HOMO-LUMO gap in eV: 4.094
Molecular weight in g mol⁻¹: 1243.4

Density functional theory data (ωB97M-V/def2-TZVPD) for a molecular structure, C9H19NO2S at a distorted geometry.

Each line ends with the Mulliken charge.
Atoms and positions in Å:
C -0.838 0.279 1.179  -0.10
C 0.858 -1.450 1.273  -1.70
C 0.146 -0.522 3.471  -1.69
C 1.529 0.889 1.899  -1.67
C 0.103 -1.464 -2.066  -1.23
C -2.074 0.054 -1.985  -1.95
C 0.077 0.947 -3.111  -1.74
C 0.443 -0.162 1.979  2.19
C -0.506 -0.013 -1.955  1.18
N 0.015 0.615 -0.749  -0.22
O 0.498 3.042 -0.332  -0.48
O -1.171 1.565 1.241  -0.51
S -0.622 2.145 -0.366  0.46
H -1.644 -0.557 1.126  0.35
H 1.320 -2.120 2.042  0.46
H 1.622 -1.349 0.437  0.29
H -0.049 -1.912 0.744  0.35
H -0.357 -1.464 3.563  0.44
H 1.110 -0.527 3.923  0.46
H -0.382 0.305 4.084  0.31
H 2.371 0.636 2.643  0.42
H 1.190 1.920 2.129  0.30
H 1.989 0.804 0.865  0.35
H 0.390 -1.673 -1.032  0.06
H -0.604 -2.185 -2.462  0.28
H 0.969 -1.301 -2.668  0.46
H -2.259 1.096 -2.008  0.48
H -2.308 -0.569 -1.190  0.58
H -2.428 -0.435 -2.891  0.46
H -0.447 1.908 -3.037  0.41
H 1.081 1.042 -2.725  0.51
H -0.020 0.453 -4.022  0.49

Cartesian forces (eV/Å) of the 6 atoms listed first:
C 1.9 -1.3 -0.8
C 0.6 -1.3 -0.8
C -1.1 2.5 0.0
C 1.9 -0.1 -0.1
C -0.9 2.2 1.1
C 2.9 -1.0 -2.0

Energy relative to the best compared isomer or geometry (same formula, charge and spin) in kJ/mol: 354.5
Maximum force in eV Å⁻¹: 4.07
Total energy in Eh: -957.5785
HOMO (spin up / spin down) in eV: -8.88 / -8.89
HOMO-LUMO gap (spin up / spin down) in eV: 8.544 / 8.545
Molecular weight in g mol⁻¹: 205.3

Density functional theory data (ωB97M-V/def2-TZVPD) for 8 unconnected molecules or ions with the total composition C16H46NO15 at a distorted geometry.

Each line ends with the Mulliken charge.
Atoms and positions in Å:
N -0.455 0.304 0.429  1.11
O 0.376 0.559 1.219  -0.63
O -0.116 0.218 -0.725  -0.49
O -1.592 0.194 0.705  -0.82
C -0.252 5.823 -3.039  -1.46
C -0.845 4.509 -2.614  0.49
C 0.207 3.404 -2.375  -1.03
O -1.528 4.623 -1.417  -0.54
H -0.923 6.682 -3.044  0.36
H 0.257 5.675 -3.992  0.34
H 0.509 6.139 -2.326  0.34
H -1.503 4.236 -3.439  0.31
H -0.313 2.557 -1.928  0.07
H 0.854 3.625 -1.525  0.32
H 0.704 2.997 -3.256  0.43
H -2.453 4.413 -1.564  0.33
C 4.080 -0.936 -0.828  -1.41
C 3.698 0.540 -0.876  0.84
C 2.943 0.763 -2.140  -1.26
O 3.076 0.998 0.277  -0.38
H 3.268 -1.582 -1.163  0.17
H 4.394 -1.205 0.180  0.28
H 4.955 -1.030 -1.471  0.52
H 4.613 1.116 -1.018  0.21
H 3.590 0.532 -2.986  0.51
H 2.617 1.801 -2.215  0.28
H 2.023 0.183 -2.210  0.07
H 2.193 1.216 -0.029  0.11
C -3.657 1.879 2.920  -0.46
C -3.118 0.682 3.865  -0.13
O -2.338 0.937 5.010  -0.50
O -2.619 2.272 2.010  -0.51
H -3.780 2.818 3.460  0.30
H -4.482 1.678 2.236  0.29
H -2.725 -0.098 3.214  0.09
H -4.098 0.329 4.184  0.30
H -2.888 1.197 5.753  0.29
H -2.354 1.478 1.540  0.39
C 3.283 0.375 4.099  -0.42
C 2.447 -0.794 4.660  -0.42
O 1.055 -0.616 4.338  -0.39
O 2.623 1.243 3.183  -0.55
H 4.146 0.041 3.524  0.24
H 3.592 1.016 4.925  0.32
H 2.533 -0.830 5.746  0.41
H 2.772 -1.663 4.087  0.19
H 0.537 -1.331 4.714  0.25
H 2.286 0.646 2.510  0.27
C -4.040 -1.391 -1.000  -0.22
C -3.401 -2.619 -0.128  -0.60
O -1.994 -2.552 -0.142  -0.43
O -3.691 -1.416 -2.391  -0.56
H -3.732 -0.462 -0.521  0.08
H -5.127 -1.426 -0.919  0.41
H -3.619 -3.607 -0.533  0.33
H -3.774 -2.636 0.897  0.34
H -1.724 -1.668 0.117  0.07
H -2.751 -1.594 -2.474  0.45
C 0.463 -3.292 1.946  0.01
C 1.541 -2.623 1.168  1.00
O 2.603 -3.487 0.799  -0.59
O 1.099 -3.787 3.199  -0.53
H -0.104 -4.052 1.408  0.38
H -0.146 -2.404 2.112  -0.19
H 1.858 -1.754 1.744  -0.38
H 1.026 -2.164 0.324  -0.23
H 2.753 -4.087 1.533  0.34
H 1.035 -4.745 3.187  0.32
C -0.188 -1.342 -3.764  -0.08
C -0.986 -2.150 -4.822  -0.80
O -0.693 -2.214 -6.194  -0.59
O -0.975 -1.442 -2.671  -0.32
H -0.290 -0.308 -4.094  0.20
H 0.863 -1.611 -3.661  0.30
H -2.033 -1.855 -4.889  0.24
H -1.017 -3.187 -4.488  0.44
H 0.041 -2.793 -6.411  0.30
H -0.589 -0.948 -1.945  0.28

Cartesian forces (eV/Å) of the 6 atoms listed first:
N 2.5 1.0 -1.1
O 3.1 0.9 4.2
O 1.2 -0.8 -4.9
O -6.4 -1.4 1.6
C 1.1 0.5 0.5
C 1.2 -0.7 -0.9

Energy relative to the best compared isomer or geometry (same formula, charge and spin) in kJ/mol: 222.4
Maximum force in eV Å⁻¹: 6.74
Total energy in Eh: -1820.3547
Charge: -1
HOMO in eV: -6.30
HOMO-LUMO gap in eV: 8.785
Molecular weight in g mol⁻¹: 492.5

Density functional theory data (ωB97M-V/def2-TZVPD) for a molecular structure, C24H20GaN6O7 at a distorted geometry.

Each line ends with the Mulliken charge.
Atoms and positions in Å:
Ga 12.458 10.965 5.789  1.32
O 8.783 12.000 6.927  -0.65
C 8.644 13.270 6.587  0.09
C 7.393 13.888 6.541  -0.56
C 7.323 15.260 6.461  -0.47
C 8.464 16.024 6.245  -0.60
C 9.696 15.395 6.042  -0.38
C 9.790 14.016 6.249  0.53
C 11.074 13.328 6.125  0.40
O 11.284 12.243 6.796  -0.75
N 11.912 13.782 5.210  -0.92
N 12.804 12.856 4.903  0.63
C 13.936 13.157 4.297  -0.63
C 15.219 12.763 4.730  0.66
C 16.420 13.067 4.029  -0.89
C 17.638 12.672 4.529  -0.55
C 17.728 12.004 5.743  -0.29
C 16.607 11.677 6.466  -0.85
C 15.334 11.933 5.887  0.90
O 14.264 11.522 6.557  -0.67
H 9.815 11.871 7.026  0.39
H 6.496 13.265 6.713  0.38
H 6.367 15.724 6.608  0.40
H 8.451 17.108 6.174  0.36
H 10.609 15.903 5.665  0.40
H 13.827 13.910 3.501  0.31
H 16.395 13.764 3.205  0.36
H 18.547 12.889 3.982  0.36
H 18.709 11.631 6.022  0.34
H 16.662 11.170 7.418  0.45
C 7.463 11.221 3.885  -1.06
N 8.443 10.346 4.535  0.26
C 8.011 9.244 5.255  -0.17
C 8.905 8.336 5.733  -1.02
C 10.339 8.635 5.599  0.54
O 11.134 7.739 5.851  -0.61
N 10.680 9.935 5.162  0.12
C 9.824 10.711 4.402  0.33
O 10.148 11.733 3.777  -0.68
H 6.780 10.693 3.219  0.37
H 8.099 11.909 3.305  0.30
H 6.876 11.740 4.652  0.27
H 6.933 9.203 5.402  0.38
H 8.619 7.368 6.143  0.42
C 14.914 6.217 3.830  -1.21
N 14.564 7.198 4.817  0.11
C 14.632 6.912 6.153  -0.08
C 14.025 7.691 7.058  -1.15
C 13.326 8.852 6.634  0.68
O 12.556 9.639 7.328  -0.84
N 13.560 9.253 5.362  0.15
C 13.949 8.422 4.349  0.49
O 13.784 8.637 3.152  -0.72
H 15.970 6.289 3.647  0.34
H 14.357 6.518 2.948  0.36
H 14.650 5.207 4.129  0.41
H 15.173 6.005 6.347  0.47
H 13.978 7.365 8.072  0.47

Cartesian forces (eV/Å) of the 6 atoms listed first:
Ga 0.3 0.4 0.3
O 0.8 -0.8 0.4
C 0.5 0.7 -0.2
C -0.4 -0.9 0.6
C 0.2 0.2 0.0
C 0.9 0.3 -0.5

Energy relative to the best compared isomer or geometry (same formula, charge and spin) in kJ/mol: 0.0
Maximum force in eV Å⁻¹: 3.45
Total energy in Eh: -3706.7649
Charge: -1
HOMO in eV: -4.28
HOMO-LUMO gap in eV: 6.740
Molecular weight in g mol⁻¹: 574.2

Look up the energy relative to the best compared isomer or geometry (same formula, charge and spin) of the fourth one.
0.0 kJ/mol

Among the records above, which one has the highest energy relative to the best compared isomer or geometry (same formula, charge and spin)?
C9H19NO2S

The lowest maximum force belongs to which entry?
C57H66Cl2Ge2KN9O2Se